No. 1
Formula: C4H10O
Source: OMol25
Level of theory: ωB97M-V/def2-TZVPD

```
15
C4H10O | OMol25 | ωB97M-V/def2-TZVPD
C -0.110 -0.413 -1.519
C 0.438 0.215 -0.472
C 0.004 1.592 -0.049
C 1.527 -0.411 0.357
H 0.218 -1.417 -1.814
H -0.903 0.058 -2.112
H -0.794 1.974 -0.707
H 0.860 2.288 -0.092
H -0.376 1.567 0.987
H 2.433 0.217 0.326
H 1.198 -0.504 1.405
H 1.782 -1.416 -0.022
O -2.032 -1.010 1.553
H -2.648 -1.774 1.487
H -1.596 -0.966 0.672
```

Its net charge is 0. Its SMILES is C=C(C)C.O.

Here are the Mulliken charges for atoms 1 to 4, given in e: -0.84 0.65 -1.09 -1.10

---

No. 2
Formula: C4H10O
Source: OMol25
Level of theory: ωB97M-V/def2-TZVPD

```
15
C4H10O | OMol25 | ωB97M-V/def2-TZVPD
C -0.556 -1.898 -0.345
C -0.694 -0.597 0.455
C -0.082 0.567 -0.340
C 0.117 1.926 0.356
O 1.196 0.109 -0.768
H 0.494 -2.051 -0.602
H -1.119 -1.839 -1.285
H -0.909 -2.772 0.212
H -1.753 -0.390 0.658
H -0.196 -0.702 1.428
H -0.736 0.714 -1.219
H -0.694 2.617 0.120
H 0.222 1.865 1.444
H 1.046 2.379 -0.022
H 1.492 0.696 -1.473
```

Its net charge is 0. Its SMILES is CC[C@@H](C)O.

Here are the Mulliken charges for atoms 1 to 4, given in e: -1.11 -0.58 0.32 -1.13

---

No. 3
Formula: C4H10O
Source: OMol25
Level of theory: ωB97M-V/def2-TZVPD

```
15
C4H10O | OMol25 | ωB97M-V/def2-TZVPD
C 0.930 -0.337 1.859
C 0.548 0.507 0.673
C -0.438 0.169 -0.153
O -0.838 0.967 -1.179
C -2.023 0.544 -1.817
H 0.865 -1.408 1.634
H 3.111 -1.328 -0.090
H 1.952 -0.127 2.187
H 2.560 -0.875 -0.305
H 1.053 1.457 0.510
H 0.267 -0.137 2.709
H -0.981 -0.773 -0.043
H -2.282 1.315 -2.545
H -1.876 -0.411 -2.340
H -2.847 0.437 -1.099
```

Its net charge is 0. Its SMILES is C/C=C/OC.[H][H].

Here are the Mulliken charges for atoms 1 to 4, given in e: -1.15 -0.24 -0.04 -0.37

---

No. 4
Formula: C4H10O
Source: OMol25
Level of theory: ωB97M-V/def2-TZVPD

```
15
C4H10O | OMol25 | ωB97M-V/def2-TZVPD
C 0.272 1.502 0.369
C 0.122 0.025 0.366
C 1.308 -0.589 -0.245
C -1.202 -0.454 -0.215
O -1.298 -1.861 -0.096
H 1.140 1.838 0.948
H -0.652 2.013 0.724
H 0.904 1.550 -1.008
H 0.101 0.094 1.474
H 1.196 -1.658 -0.513
H 1.367 0.542 -1.274
H 2.258 -0.383 0.250
H -1.257 -0.139 -1.271
H -2.018 0.046 0.327
H -2.015 -2.162 -0.667
```

Its net charge is 0.

Here are the Mulliken charges for atoms 1 to 4, given in e: -1.23 0.56 -0.95 -0.57

---

No. 5
Formula: C4H10O
Source: OMol25
Level of theory: ωB97M-V/def2-TZVPD

```
15
C4H10O | OMol25 | ωB97M-V/def2-TZVPD
C -1.984 -0.194 -0.351
C -0.869 0.782 0.028
C 0.213 0.198 0.897
C 1.499 0.536 0.812
O 2.124 -1.543 -0.931
H -1.623 -0.995 -1.007
H -2.420 -0.661 0.539
H -2.788 0.332 -0.876
H -0.413 1.199 -0.879
H -1.313 1.629 0.567
H 1.367 -1.275 -0.392
H -0.095 -0.529 1.652
H 1.848 1.234 0.051
H 2.264 0.103 1.449
H 2.190 -0.816 -1.560
```

Its net charge is 0. Its SMILES is C=CCC.O.

Here are the Mulliken charges for atoms 1 to 4, given in e: -1.14 -0.17 -0.29 -0.76

---

No. 6
Formula: C4H10O2
Source: OMol25
Level of theory: ωB97M-V/def2-TZVPD

```
16
C4H10O2 | OMol25 | ωB97M-V/def2-TZVPD
C -2.154 -0.619 -0.082
C -1.040 0.275 0.462
C 0.330 -0.253 0.045
O 0.271 -0.493 -1.348
C 1.497 0.692 0.321
O 2.633 0.066 -0.265
H -3.143 -0.160 0.026
H -1.969 -0.819 -1.138
H -2.156 -1.582 0.441
H -1.150 1.303 0.093
H -1.111 0.310 1.554
H 0.533 -1.192 0.591
H 1.163 -0.751 -1.617
H 1.651 0.852 1.400
H 1.295 1.665 -0.153
H 3.350 0.706 -0.333
```

Its net charge is 0. Its SMILES is CC[C@@H](O)CO.

Here are the Mulliken charges for atoms 1 to 4, given in e: -1.14 -0.51 0.21 -0.55

---

No. 7
Formula: C4H10O2
Source: OMol25
Level of theory: ωB97M-V/def2-TZVPD

```
16
C4H10O2 | OMol25 | ωB97M-V/def2-TZVPD
C -1.382 -1.206 -0.407
C -0.213 -0.637 0.339
C -0.237 1.862 0.075
O -0.080 -0.636 1.588
C 1.122 -0.681 -0.360
O 1.978 0.006 0.563
H -1.062 -2.193 -0.773
H -2.267 -1.343 0.212
H -1.626 -0.605 -1.288
H -0.660 1.882 -0.941
H -1.102 1.791 0.766
H 0.172 2.868 0.273
H 1.203 -0.244 1.476
H 1.387 -1.741 -0.485
H 1.102 -0.191 -1.323
H 1.665 1.070 0.286
```

Its net charge is 0.

Here are the Mulliken charges for atoms 1 to 4, given in e: -1.35 0.68 -1.26 -0.59

---

No. 8
Formula: C4H10O2
Source: OMol25
Level of theory: ωB97M-V/def2-TZVPD

```
16
C4H10O2 | OMol25 | ωB97M-V/def2-TZVPD
C 0.968 -0.412 -1.318
C -0.075 -0.090 -0.316
C -0.738 -1.187 0.439
O 1.037 0.629 1.547
C -0.691 1.244 -0.279
O -1.219 1.643 0.846
H 1.018 0.350 -2.102
H 1.918 -0.381 -0.768
H 0.856 -1.410 -1.753
H -1.346 -1.772 -0.264
H 0.001 -1.873 0.865
H -1.377 -0.755 1.212
H 0.948 0.020 2.291
H -0.067 1.961 -0.864
H -1.418 0.847 -1.107
H 0.186 1.186 1.571
```

Its net charge is 0.

Here are the Mulliken charges for atoms 1 to 4, given in e: -1.33 1.01 -1.40 -0.67

---

The energy above the lowest of the compared OMol25 structures with the same formula, charge and spin results, record by record, are as follows: 57.4 34.6 215.0 413.4 90.9 63.1 470.3 310.8 kJ/mol.
The LUMO level results, record by record, are as follows: 0.033 0.037 0.041 0.036 0.037 0.030 0.022 -0.006 hartree.